[1]
The following is a quantum chemistry calculation of a molecular structure, C43H72ClGeInN3O8PSi3, from the OMol25 dataset.

Calculated values
Lowest unoccupied orbital energy (alpha / beta) in eV: 1.9 / 1.4
HOMO (alpha / beta) in eV: -5.4 / -5.4
2S+1: 2
Relative energy (zero: lowest compared OMol25 entry of this formula, charge and spin) in kJ/mol: 0.0
Frontier orbital gap (alpha / beta) in eV: 7.2 / 6.8
Charge: -1

Positions of all 133 atoms, in Å:
In  0.23026  -0.46511  -0.49449
C  1.67716  0.81785  6.73347
C  0.63911  1.84223  6.37624
C  -0.23869  2.33013  7.33861
C  -1.17814  3.29812  7.02537
C  -1.24711  3.80976  5.73961
C  -0.39111  3.35277  4.74490
C  -0.45019  3.94435  3.36401
C  0.52451  2.35876  5.08743
N  1.40492  1.86386  4.05674
C  1.32013  0.52179  3.64238
O  0.44390  -0.19247  4.07059
C  2.36346  -0.00683  2.70292
C  3.71860  0.16946  2.92069
C  4.59484  -0.61505  2.17612
C  4.09119  -1.56249  1.30524
C  2.71250  -1.63856  1.14392
N  1.87016  -0.85456  1.79913
C  2.04976  -2.76878  0.38753
O  2.62131  -3.85042  0.31454
N  0.78725  -2.50960  -0.01896
C  -0.12711  -3.60428  -0.01409
C  -0.45183  -4.29903  -1.18088
C  0.32813  -4.04485  -2.43353
C  -1.44656  -5.27009  -1.14095
C  -2.08930  -5.57986  0.04718
C  -1.69583  -4.95249  1.21921
C  -0.70233  -3.97795  1.21136
C  -0.18966  -3.41015  2.50504
H  1.84446  0.82100  7.80985
H  2.63162  1.03649  6.24991
H  1.34634  -0.18073  6.43944
H  -0.16500  1.95199  8.35097
H  -1.85059  3.66688  7.79006
H  -1.97092  4.57893  5.49712
H  -1.40576  4.44713  3.21220
H  -0.32825  3.18856  2.58792
H  0.35105  4.67379  3.23332
H  4.07360  0.85083  3.68982
H  5.66143  -0.50450  2.32276
H  4.72507  -2.25052  0.76337
H  0.38275  -2.98191  -2.67708
H  -0.09747  -4.57856  -3.28320
H  1.35185  -4.38844  -2.28268
H  -1.70670  -5.79515  -2.05346
H  -2.86858  -6.33197  0.06647
H  -2.15184  -5.22977  2.16330
H  -0.90229  -3.57002  3.31531
H  0.05812  -2.35243  2.44229
H  0.74188  -3.91697  2.77509
C  -2.89543  -2.06618  -1.74573
C  -3.30544  -1.83145  -0.29112
C  -4.83168  -1.78552  -0.20849
P  -2.34285  -0.42422  0.42547
C  -3.11588  1.19020  -0.03109
C  -4.47937  1.51855  0.58209
C  -3.18455  1.33721  -1.54984
C  -2.41569  -0.55520  2.27119
C  -2.11354  0.79359  2.92816
C  -3.66919  -1.19502  2.86461
H  -3.29638  -3.02083  -2.09182
H  -1.81415  -2.10490  -1.86552
H  -3.27749  -1.28276  -2.40191
H  -2.93735  -2.68227  0.29450
H  -5.23302  -1.03419  -0.89044
H  -5.20920  -1.58014  0.78999
H  -5.22797  -2.75304  -0.52685
H  -2.37527  1.90277  0.34919
H  -5.25379  0.83909  0.23068
H  -4.76680  2.52777  0.27562
H  -4.47664  1.49415  1.66847
H  -3.97209  0.70667  -1.96609
H  -2.24359  1.07551  -2.03694
H  -3.42161  2.37097  -1.80947
H  -1.57331  -1.21057  2.50206
H  -2.96045  1.47772  2.86473
H  -1.25191  1.27375  2.46974
H  -1.88399  0.63692  3.98094
H  -4.56691  -0.60829  2.66435
H  -3.54629  -1.24845  3.94874
H  -3.82708  -2.21083  2.49905
O  4.53045  1.88715  5.37177
Cl  4.95241  3.21676  4.82471
O  4.65848  4.22629  5.85554
O  6.41246  3.15420  4.62071
O  2.16944  2.67039  3.45029
C  1.94075  3.22278  0.49717
C  1.43175  1.83656  0.22415
O  2.13143  1.02349  -0.41683
O  0.26234  1.49125  0.62465
H  2.82955  3.15419  1.12208
H  1.19328  3.82551  1.00217
H  2.22156  3.68667  -0.44731
C  2.92666  -2.60795  -4.07234
Si  2.78364  -0.76311  -3.73614
C  3.31032  0.07966  -5.34230
C  4.07590  -0.37994  -2.43488
Ge  0.58654  -0.01052  -3.08958
Si  -0.93167  -0.64445  -4.84356
C  -1.56321  -2.42519  -4.87057
C  -2.45283  0.47972  -4.86864
C  -0.07306  -0.45903  -6.51116
Si  0.84736  2.36434  -3.42854
C  -0.37518  3.36306  -2.39458
C  0.53815  2.88924  -5.21659
C  2.58621  2.97000  -3.03773
H  3.87284  -2.77880  -4.59555
H  2.12118  -3.01476  -4.68722
H  2.96190  -3.16657  -3.13709
H  4.36546  -0.15724  -5.51333
H  3.21556  1.16436  -5.31160
H  2.74521  -0.28219  -6.20135
H  5.01481  -0.85681  -2.73468
H  3.79183  -0.76999  -1.45729
H  4.25412  0.68781  -2.31291
H  -2.51418  -2.46296  -5.41068
H  -1.72015  -2.86301  -3.88816
H  -0.85355  -3.06071  -5.40581
H  -3.24161  0.08670  -4.22386
H  -2.85322  0.52958  -5.88541
H  -2.23434  1.49787  -4.54238
H  0.73403  -1.18815  -6.60524
H  0.34026  0.53333  -6.68469
H  -0.80225  -0.66894  -7.30065
H  -1.37944  3.29797  -2.81898
H  -0.08050  4.41693  -2.40189
H  -0.42907  3.03327  -1.35523
H  -0.45175  2.61035  -5.58164
H  1.28153  2.46845  -5.89594
H  0.62022  3.97953  -5.27065
H  2.96478  2.54936  -2.10816
H  2.57671  4.06138  -2.95515
H  3.28573  2.71003  -3.83323


[2]
The following is a quantum chemistry calculation of 7 unconnected molecules or ions with the total composition C43H74ClF5O26S6 at a distorted geometry, from the OMol25 dataset.

Calculated values
Lowest unoccupied orbital energy in eV: 0.1
SMILES: CCCCCCCCCCCCCCCC[C@@H](O[C@@H](COC)C[C@H](C)Cl)C(F)(F)c1cccc(C(F)(F)F)c1.O=S1(=O)OCCO1.O=S1(=O)OCCO1.O=S1(=O)OCCO1.O=S1(=O)OCCO1.O=S1(=O)OCCO1.O=S1(=O)OCCO1
HOMO in eV: -10.0
Relative energy (zero: lowest compared OMol25 entry of this formula, charge and spin) in kJ/mol: 0.0
Frontier orbital gap in eV: 10.0

Positions of all 155 atoms, in Å:
C  0.27624  1.45229  2.80039
C  -0.72866  2.63211  2.91194
C  -2.05504  2.34340  2.19454
C  -2.82845  3.66158  1.91369
C  -3.37588  3.70650  0.47582
C  -4.43342  4.83990  0.33803
C  -3.75078  6.09338  -0.24722
C  -3.63016  5.94625  -1.77881
C  -2.49240  6.82161  -2.33563
C  -1.79626  6.25863  -3.58099
C  -1.12651  4.88912  -3.41596
C  -0.90592  4.26041  -4.80000
C  -0.47887  2.78767  -4.76302
C  1.04956  2.60810  -4.62983
C  1.54334  1.23319  -5.14973
C  1.80448  0.30765  -3.96396
C  2.35052  -1.06777  -4.34852
O  3.07548  -1.70469  -3.31591
C  4.32577  -1.09759  -3.01402
C  4.29418  -0.76464  -1.49971
O  2.94739  -0.49333  -1.13562
C  2.85287  0.48161  -0.12007
C  5.39797  -2.14348  -3.38444
C  6.65465  -2.14570  -2.52168
C  7.62226  -0.98553  -2.82501
Cl  7.53916  -3.69193  -2.94651
C  1.19852  -2.05583  -4.72466
F  1.62337  -2.76733  -5.81495
F  0.06352  -1.38323  -5.04079
C  0.91858  -3.01936  -3.58853
C  0.10685  -2.58826  -2.54266
C  -0.12822  -3.44006  -1.47706
C  0.43228  -4.70331  -1.45186
C  1.24083  -5.13050  -2.49273
C  1.89760  -6.48029  -2.47205
F  1.71978  -7.11594  -1.30597
F  1.54826  -7.26939  -3.48596
F  3.24351  -6.30041  -2.58579
C  1.47616  -4.27919  -3.56513
H  -0.08927  0.65015  2.16001
H  0.46802  1.04526  3.79447
H  1.22760  1.83345  2.42449
H  -0.93428  2.77645  3.97427
H  -0.26818  3.54927  2.54498
H  -2.66838  1.76248  2.88628
H  -1.89154  1.81348  1.25472
H  -3.68844  3.71650  2.58327
H  -2.16793  4.51916  2.05758
H  -2.57291  3.92204  -0.23466
H  -3.82548  2.73358  0.26094
H  -4.83178  5.02733  1.33336
H  -5.20289  4.49948  -0.35399
H  -2.77265  6.20151  0.22455
H  -4.40620  6.94873  -0.05884
H  -3.50779  4.89740  -2.05600
H  -4.58841  6.26750  -2.19478
H  -2.94711  7.76864  -2.64855
H  -1.76413  7.08829  -1.56622
H  -2.49457  6.27245  -4.42259
H  -0.99709  6.96447  -3.83651
H  -0.16830  5.02978  -2.90664
H  -1.73993  4.20609  -2.82336
H  -0.18613  4.84497  -5.37967
H  -1.87506  4.31510  -5.30587
H  -0.76902  2.31158  -5.70287
H  -0.97681  2.29837  -3.92189
H  1.27438  2.70192  -3.56107
H  1.56640  3.43481  -5.12233
H  2.44572  1.42595  -5.73698
H  0.77187  0.85743  -5.82171
H  2.48828  0.82404  -3.28834
H  0.87395  0.21280  -3.39792
H  2.97542  -0.95268  -5.24433
H  4.46747  -0.17922  -3.58914
H  4.57664  -1.65484  -0.92859
H  4.92816  0.09561  -1.26769
H  1.78848  0.64641  0.05572
H  3.27217  1.44822  -0.42157
H  3.27328  0.12650  0.82739
H  5.69787  -2.02516  -4.42798
H  4.93055  -3.12562  -3.30287
H  6.46790  -2.22689  -1.45735
H  8.63668  -1.36853  -2.75664
H  7.43737  -0.59109  -3.82261
H  7.47986  -0.21663  -2.06327
H  -0.31557  -1.59437  -2.59310
H  -0.74378  -3.07991  -0.66293
H  0.24206  -5.35313  -0.60748
H  2.12989  -4.60630  -4.36399
O  11.61610  -8.78034  -2.09195
S  11.36304  -8.38477  -3.43025
O  12.25481  -8.70616  -4.48410
O  11.07545  -6.80895  -3.44072
C  9.78691  -6.54346  -4.00939
C  8.96931  -7.77676  -3.69406
O  9.89328  -8.86223  -3.85114
H  9.90708  -6.40933  -5.08630
H  9.36139  -5.64234  -3.57811
H  8.12097  -7.90106  -4.36084
H  8.61987  -7.77081  -2.65951
O  -7.59381  4.96824  0.47039
S  -7.79622  5.23191  1.84628
O  -7.84158  4.18904  2.80983
O  -9.10552  6.14123  1.98932
C  -8.79014  7.36371  2.67022
C  -7.33761  7.62219  2.33084
O  -6.73631  6.32000  2.34301
H  -8.92814  7.20599  3.74169
H  -9.44776  8.16047  2.33420
H  -6.84626  8.27134  3.04970
H  -7.22759  8.04030  1.32816
O  0.06912  5.60894  4.44306
S  0.92606  5.88256  3.34820
O  0.50104  5.72958  2.00319
O  2.29309  5.07650  3.56436
C  3.40641  5.97894  3.57617
C  2.83591  7.27884  4.10262
O  1.53159  7.35606  3.51304
H  3.77143  6.08802  2.55299
H  4.20101  5.58560  4.20423
H  3.42938  8.14356  3.82006
H  2.72061  7.25531  5.18819
O  -0.27644  -9.71499  4.66325
S  -0.44074  -9.92981  3.27005
O  -1.51598  -10.69045  2.74805
O  0.94307  -10.51638  2.70026
C  1.44399  -9.67050  1.66270
C  0.92228  -8.29422  2.01413
O  -0.40272  -8.51663  2.51563
H  1.04163  -10.01645  0.70800
H  2.52970  -9.71296  1.63312
H  0.89062  -7.63120  1.15377
H  1.51475  -7.83301  2.80819
O  -5.63477  1.58895  7.32186
S  -6.93816  1.09857  7.04911
O  -7.51496  0.05490  7.81653
O  -7.01363  0.71991  5.49570
C  -8.07343  1.44776  4.85635
C  -8.18207  2.72821  5.65103
O  -7.96493  2.32566  7.01298
H  -8.98730  0.85410  4.92535
H  -7.83529  1.62714  3.81202
H  -9.15296  3.20377  5.54887
H  -7.39981  3.43571  5.37312
O  -2.30663  -7.37222  3.16345
S  -2.70051  -7.25025  4.52153
O  -2.93814  -8.38115  5.33776
O  -3.97473  -6.27003  4.59603
C  -3.69716  -5.15613  5.44974
C  -2.20076  -4.95519  5.33714
O  -1.66707  -6.28213  5.27732
H  -3.98928  -5.42013  6.46818
H  -4.26085  -4.28519  5.12585
H  -1.78356  -4.41986  6.18544
H  -1.93605  -4.43634  4.41281


[3]
The following is a quantum chemistry calculation of 4 unconnected molecules or ions with the total composition C43H75Br2N6O7P at a distorted geometry, from the OMol25 dataset.

Calculated values
Lowest unoccupied orbital energy (alpha / beta) in eV: -5.0 / -5.0
HOMO (alpha / beta) in eV: -9.9 / -10.6
2S+1: 4
Frontier orbital gap (alpha / beta) in eV: 4.9 / 5.6
Charge: +1

Positions of all 134 atoms, in Å:
C  9.60819  2.33330  -1.92078
C  8.26941  1.66694  -2.49534
O  7.91504  0.40994  -1.82639
C  7.06321  -0.27791  -2.77023
C  5.89727  -1.15914  -2.11738
O  5.42714  -0.73501  -0.83209
C  4.95219  0.61584  -0.80106
C  3.65712  0.90590  -1.72136
O  2.42692  0.72681  -0.95625
C  1.30235  1.32020  -1.63204
N  0.35022  0.21302  -2.08474
N  0.50342  -0.93250  -1.44277
C  -0.34588  -1.98600  -1.79458
C  -1.44307  -1.91588  -2.92344
Br  -2.57857  -3.46259  -3.28110
C  -1.53862  -0.53187  -3.66656
P  -2.77704  -0.24933  -5.06870
O  -3.18774  -1.71149  -5.86085
Br  -1.79916  0.92940  -6.78661
C  -0.55280  0.57383  -3.12958
C  -0.63521  2.01476  -3.76000
C  -1.78008  2.97853  -3.42072
C  -1.79489  4.36295  -4.02977
N  -0.91257  4.99994  -4.93390
C  0.11755  4.06941  -5.22017
C  0.34373  2.65074  -4.75387
H  9.46575  3.47581  -1.94924
H  9.93195  1.95208  -0.89953
H  10.43723  2.12818  -2.69521
H  7.43456  2.45425  -2.39369
H  8.44348  1.51360  -3.62583
H  6.58998  0.38561  -3.56907
H  7.74376  -1.01788  -3.34266
H  5.06925  -1.29609  -2.91263
H  6.32786  -2.21944  -1.97062
H  4.59144  0.80544  0.27925
H  5.73154  1.41894  -1.01322
H  3.65085  0.30170  -2.69843
H  3.79920  2.00224  -2.06635
H  1.71251  1.92788  -2.49676
H  0.75199  1.95545  -0.85468
H  -0.26883  -2.98759  -1.23839
H  -2.35294  -2.15290  -6.16952
H  -2.60706  2.64822  -2.71197
H  -2.67119  5.03227  -3.69789
H  0.90434  4.47560  -5.95568
H  1.24945  2.06558  -5.12215
C  7.05136  -1.62134  5.97790
C  8.26502  -1.79843  5.01902
C  8.93382  -0.43263  4.71760
C  8.19777  0.41869  3.69111
C  7.91617  -0.38852  2.43135
C  7.14855  -1.69075  2.73115
N  7.81244  -2.51726  3.78834
O  8.90025  -3.10146  3.22629
C  5.70359  -1.32440  3.14785
C  6.95872  -2.47416  1.40939
C  9.29051  -2.60510  5.85961
H  6.11671  -1.99581  5.55998
H  7.17450  -2.18948  6.90442
H  6.89668  -0.57511  6.25660
H  9.94943  -0.60034  4.34129
H  9.04627  0.14075  5.64289
H  7.27090  0.81535  4.11729
H  8.81092  1.28874  3.43494
H  7.34967  0.22998  1.72573
H  8.86650  -0.61766  1.93370
H  5.12981  -2.21719  3.40945
H  5.17721  -0.83194  2.32330
H  5.65511  -0.62837  3.98579
H  7.90502  -2.69754  0.91235
H  6.36431  -1.89357  0.69776
H  6.43144  -3.41819  1.58458
H  8.92139  -3.61213  6.07958
H  9.47639  -2.10633  6.81614
H  10.26124  -2.69504  5.36551
C  -8.76520  -3.72783  -0.71885
C  -9.01247  -2.30282  -1.29524
C  -9.41515  -2.37463  -2.79070
C  -8.25253  -2.60199  -3.74805
C  -7.14103  -1.59516  -3.48636
C  -6.66919  -1.61369  -2.01921
N  -7.80010  -1.46169  -1.05128
O  -8.18571  -0.16102  -1.07619
C  -5.90384  -2.93402  -1.76611
C  -5.58440  -0.52336  -1.82977
C  -10.26943  -1.80467  -0.53316
H  -7.76411  -3.85574  -0.30639
H  -9.42898  -3.95119  0.12118
H  -8.91857  -4.50760  -1.47016
H  -9.90438  -1.43783  -3.08088
H  -10.16001  -3.16212  -2.93972
H  -7.88034  -3.62754  -3.66084
H  -8.60484  -2.49354  -4.77866
H  -6.29933  -1.80501  -4.15690
H  -7.49622  -0.59259  -3.75499
H  -5.58148  -3.01193  -0.72431
H  -5.00476  -2.97630  -2.38610
H  -6.47888  -3.82674  -2.01343
H  -5.93692  0.47326  -2.10268
H  -4.71382  -0.72739  -2.46257
H  -5.23415  -0.49182  -0.79256
H  -10.06297  -1.67447  0.53419
H  -11.08367  -2.53031  -0.62484
H  -10.65307  -0.86003  -0.92688
C  -2.30646  3.17685  3.30398
C  -3.23861  2.84985  2.10075
C  -4.51649  3.72700  2.13843
C  -5.57277  3.26278  3.13237
C  -5.88027  1.78543  2.93357
C  -4.61503  0.90913  3.01317
N  -3.53025  1.38310  2.09528
O  -3.88375  1.03588  0.83314
C  -4.12242  0.88945  4.48057
C  -5.00932  -0.56429  2.74079
C  -2.42905  3.31977  0.86255
H  -2.09262  2.30946  3.92847
H  -1.31985  3.51893  2.97764
H  -2.72380  3.95614  3.94723
H  -4.97935  3.73810  1.14480
H  -4.25052  4.76547  2.35856
H  -5.24569  3.45997  4.15779
H  -6.48739  3.84609  2.98801
H  -6.60933  1.46485  3.68559
H  -6.37173  1.65010  1.96200
H  -3.20076  0.31025  4.58004
H  -4.86841  0.42367  5.13197
H  -3.94907  1.88270  4.89502
H  -5.50281  -0.69667  1.77563
H  -5.71066  -0.92445  3.49855
H  -4.13059  -1.21731  2.77081
H  -1.52429  2.71685  0.72543
H  -2.11527  4.36126  0.98434
H  -3.01285  3.27990  -0.06137